(1)
This record from OMol25 describes a molecular structure, C27H34AsHfN6O3. The level of theory is ωB97M-V/def2-TZVPD.

Each line ends with the Mulliken charge.
CARTESIAN COORDINATES (ANGSTROEM)
Hf  10.7598  9.1610  10.4056  1.28
C  14.1320  9.0403  10.7583  -1.00
N  13.0156  10.0338  11.1207  0.10
C  13.2490  11.4127  10.4813  -1.13
C  11.9939  12.1043  10.0594  -0.07
C  11.4695  11.6966  8.6784  -1.18
N  11.5139  10.2403  8.5214  0.38
C  11.8096  9.7479  7.3464  -0.37
C  11.6692  8.3865  7.0535  0.86
C  11.8696  8.0233  5.6924  -1.25
C  11.8183  6.6877  5.3462  -0.84
C  11.8073  5.6977  6.2986  -0.61
C  11.6487  6.0495  7.6102  -0.79
C  11.4838  7.3707  7.9772  0.47
O  11.2258  7.6257  9.2281  0.54
C  13.2239  10.1658  12.6262  -0.76
C  12.2104  11.0299  13.3824  -1.18
C  10.8608  10.2648  13.5842  -0.78
N  9.9932  10.1933  12.3604  0.13
C  8.7225  10.5327  12.6107  -0.72
C  7.7357  10.6768  11.6154  1.05
C  6.4761  11.0857  12.0549  -0.65
C  5.4685  11.4832  11.2109  -0.86
C  5.8024  11.5834  9.8272  -0.39
C  6.9884  11.1485  9.3569  -0.94
C  8.0138  10.6996  10.2214  0.28
O  9.1695  10.2805  9.7181  -0.07
H  15.1285  9.3389  11.1717  0.43
H  14.1890  8.8690  9.6538  0.30
H  13.9076  8.0733  11.2465  0.23
H  13.8470  11.3213  9.6031  0.62
H  13.8506  11.9279  11.2524  0.44
H  12.1937  13.1828  10.0198  0.53
H  11.2352  11.9680  10.8086  0.01
H  12.0757  12.2377  7.8610  0.62
H  10.4163  12.0502  8.5849  0.11
H  12.0903  10.4822  6.5530  0.30
H  11.9430  8.7796  4.9585  0.47
H  11.8461  6.3878  4.3347  0.44
H  11.8377  4.6683  6.0190  0.46
H  11.6305  5.3190  8.4065  0.45
H  14.3482  10.4265  12.6356  0.69
H  13.1243  9.1547  13.0806  0.31
H  12.1791  12.0606  12.9693  0.28
H  12.6677  11.2338  14.3514  0.51
H  10.3049  10.6422  14.4827  0.64
H  11.2174  9.2864  13.8119  0.11
H  8.3850  10.7372  13.5886  0.46
H  6.2930  10.9381  13.1095  0.39
H  4.5265  11.9325  11.6175  0.39
H  4.9796  11.9965  9.1768  0.35
H  7.1917  11.3097  8.2999  0.46
O  11.4596  7.9115  12.0753  -0.06
N  11.8859  6.6843  12.1810  -0.78
C  11.2635  5.9918  13.0784  0.76
C  11.7202  4.6680  13.3901  -0.06
N  12.0495  3.6069  13.6811  -0.43
C  10.0272  6.5147  13.6521  0.02
N  9.0538  6.9668  14.1134  -0.56
C  7.4624  7.3529  8.7818  -1.26
As  8.3928  7.2159  10.5192  0.91
C  6.7687  7.3405  11.5830  -1.23
C  8.7845  5.3204  10.6957  -1.24
H  6.7376  6.5805  8.6860  0.51
H  8.0078  7.5099  7.8965  0.41
H  6.9057  8.3248  8.8496  0.25
H  6.1409  6.4374  11.4770  0.47
H  6.0898  8.1933  11.2611  0.30
H  7.1061  7.4088  12.6360  0.31
H  8.4417  5.0284  11.6733  0.47
H  9.8554  5.2288  10.5482  0.19
H  8.2657  4.7385  9.9766  0.51

Calculated values
Multiplicity   1
Total charge   +1
LUMO level   -3.18 eV
Energy above the lowest of the compared OMol25 structures with the same formula, charge and spin   0.00 kcal/mol
HOMO energy   -11.38 eV

=====

(2)
This record from OMol25 describes a molecular structure, C27H34ClIrN4O4Sb. The level of theory is ωB97M-V/def2-TZVPD.

Each line ends with the Mulliken charge.
CARTESIAN COORDINATES (ANGSTROEM)
Ir  0.2361  -0.0029  -0.2309  1.58
O  -2.4659  2.0298  0.9617  -0.57
Cl  -2.3953  0.6285  0.8003  1.59
O  -3.5566  -0.0422  1.1258  -0.62
O  -1.2631  0.1693  1.5437  -0.59
O  -2.0653  0.3787  -0.6001  -0.82
C  0.2642  -3.4489  2.2458  -0.99
C  0.4599  -2.1826  1.6877  0.14
N  0.0961  -1.9294  0.4257  0.08
C  -0.4745  -2.8599  -0.3185  -0.17
C  -0.6790  -4.1904  0.1400  0.28
C  -0.2787  -4.4482  1.4850  -0.63
C  -1.1327  -5.2317  -0.6789  -0.76
C  -1.8696  -5.1911  -1.8745  -0.69
C  -2.7761  -4.2042  -2.2707  0.92
C  -3.5289  -4.3416  -3.4875  -0.72
C  -4.5113  -3.4128  -3.6908  -0.19
N  -4.7079  -2.3970  -2.8589  -0.55
C  -3.9319  -2.2342  -1.8058  -0.23
N  -3.0199  -3.1096  -1.5153  -0.32
H  0.5460  -3.6197  3.2723  0.47
H  0.9122  -1.3795  2.2504  0.47
H  -0.7111  -2.5973  -1.3388  0.79
H  -0.4271  -5.4333  1.9009  0.50
H  -0.9215  -6.2315  -0.3194  0.42
H  -1.8442  -6.0798  -2.4869  0.40
H  -3.3358  -5.1563  -4.1650  0.41
H  -5.1934  -3.4823  -4.5309  0.43
H  -4.0662  -1.3802  -1.1589  0.52
N  7.2572  -1.2994  -2.1449  -0.35
C  6.1609  -1.0765  -1.9073  -0.35
C  4.8022  -0.8259  -1.5961  0.63
C  3.8779  -1.8696  -1.6476  -0.89
C  2.5608  -1.6364  -1.3036  0.00
C  2.1204  -0.3711  -0.8752  0.28
C  3.0730  0.6610  -0.8584  0.26
C  4.3898  0.4518  -1.2179  -0.89
H  4.2019  -2.8549  -1.9470  0.52
H  1.8742  -2.4685  -1.3654  0.43
H  2.7927  1.6572  -0.5354  -0.04
H  5.1014  1.2634  -1.1983  0.53
C  -1.7873  5.6076  -1.1279  -1.32
C  -2.0747  4.1507  -0.8492  0.48
C  -2.9753  3.5074  -1.8847  -1.21
Sb  -0.2568  2.7811  -0.6355  -0.30
C  0.7633  2.8645  -2.7342  0.73
C  0.5607  4.2350  -3.3056  -1.43
C  0.2131  1.7547  -3.5883  -1.23
C  1.0942  3.5664  1.0460  0.67
C  0.6897  2.9012  2.3390  -1.18
C  1.0549  5.0717  1.0933  -1.52
H  -2.7309  6.1467  -1.0293  0.45
H  -1.4258  5.7907  -2.1361  0.27
H  -1.0994  6.0490  -0.4119  0.30
H  -2.5020  4.0353  0.1477  0.48
H  -2.6274  3.6900  -2.9013  0.27
H  -3.9780  3.9273  -1.8010  0.45
H  -3.0570  2.4328  -1.7229  0.20
H  1.8090  2.6950  -2.4797  0.27
H  -0.4779  4.4126  -3.5734  0.27
H  1.1422  4.3213  -4.2261  0.50
H  0.9043  5.0139  -2.6295  0.34
H  -0.8409  1.9117  -3.8110  0.27
H  0.3349  0.7793  -3.1065  0.17
H  0.7488  1.7301  -4.5378  0.48
H  2.0837  3.2239  0.7306  0.20
H  -0.3404  3.1404  2.6036  0.35
H  1.3319  3.2580  3.1452  0.48
H  0.7950  1.8152  2.2782  0.07
H  0.1010  5.4406  1.4679  0.36
H  1.2696  5.5170  0.1218  0.33
H  1.8300  5.4121  1.7846  0.49

Calculated values
Multiplicity   2
Total charge   +2
LUMO level (alpha / beta)   -10.68 / -9.38 eV
HOMO energy (alpha / beta)   -13.24 / -13.80 eV

=====

Sequential calculated total energy output: -105774.970 -64570.361 eV